Entry from OMol25: a cluster of 3 separate species, C5H15INO2 in total at a distorted geometry (ωB97M-V/def2-TZVPD).

Results
energy relative to the best compared isomer or geometry (same formula, charge and spin) = 2.067 eV
F_max = 2.61 eV Å⁻¹
spin multiplicity = 1
total charge = -1

Structure (XYZ):
```
24
Properties=species:S:1:pos:R:3:forces:R:3:lowdin_charge:R:1
I -3.624998 -4.323322 -4.760237 0.010 -0.015 0.047 -1.00
O -3.139290 -4.317822 1.510342 -0.416 0.742 0.540 -0.13
O 1.051898 3.450004 0.315810 0.915 -0.479 -0.721 -0.18
N 0.336576 1.050915 -2.020792 -0.654 2.188 0.296 0.02
C 2.289804 0.117371 -1.178077 1.208 1.472 1.786 -0.08
C 1.275864 1.228216 -0.906390 -1.566 -1.445 0.031 -0.44
C 1.755520 2.675512 -0.654527 0.382 -1.167 -0.461 -0.18
C -4.296135 -4.424196 2.356383 1.050 -1.266 0.367 -0.16
C 1.730234 3.673302 1.555399 -0.658 -0.252 -0.600 -0.11
H 2.850189 0.112264 -0.243180 0.649 -0.856 0.023 0.07
H 1.247569 4.603756 1.854374 0.029 -0.445 1.024 0.09
H 0.818535 1.017160 0.060254 -0.546 -0.464 -0.018 0.13
H -3.323970 -4.672350 0.637526 -0.212 0.018 -0.012 0.08
H 2.807629 3.836260 1.582968 0.288 0.268 -1.055 0.08
H 1.787468 -0.833392 -1.356382 0.235 0.181 0.024 0.08
H -5.238584 -4.491145 1.812866 0.072 0.230 0.126 0.08
H 0.890012 1.427470 -2.777101 -0.491 -0.240 -0.798 0.06
H 1.721820 3.191427 -1.614108 0.313 0.361 0.073 0.12
H 2.766030 2.461613 -0.306371 0.451 0.791 -0.101 0.11
H -4.123945 -5.314327 2.961459 -0.531 -0.761 -0.270 0.06
H 2.989942 0.402852 -1.963196 -0.120 -0.243 -0.285 0.08
H 1.638912 2.767235 2.154423 -0.636 0.314 0.681 0.08
H -4.308093 -3.728299 3.195238 0.052 1.053 -0.794 0.07
H 0.097014 0.089498 -2.216679 0.176 0.016 0.098 0.07
```
Positions in Å, forces in eV/Å.


Entry from OMol25: a structure of composition C5H15InN6O13 at a distorted geometry (ωB97M-V/def2-TZVPD).

Results
energy relative to the best compared isomer or geometry (same formula, charge and spin) = 15.466 eV
F_max = 7.10 eV Å⁻¹
spin multiplicity = 1
total charge = +2

Structure (XYZ):
```
40
Properties=species:S:1:pos:R:3:forces:R:3:lowdin_charge:R:1
In -0.900956 -1.292982 -3.573688 0.534 0.571 -4.261 1.29
O -1.970046 -0.097592 0.949402 6.205 0.074 3.444 0.02
O 2.110604 1.489978 -0.798548 3.099 -4.218 -1.002 -0.05
O -2.041496 -4.305593 -1.044448 0.819 0.983 -0.067 0.21
O -0.166036 1.025768 -0.441558 -4.440 -0.991 -1.389 -0.02
O 0.800174 2.999028 1.940982 0.303 -0.805 -2.572 0.23
O -2.212166 -1.001543 -1.874638 -6.016 3.405 1.282 -0.15
O -1.445206 -2.705492 -2.276468 1.580 -5.047 -1.126 -0.18
O -0.306386 -0.637022 -1.777858 4.509 2.320 0.815 -0.11
O 0.354784 2.399247 -0.114408 -1.204 5.405 -1.237 0.08
O -0.953426 -1.791682 1.862212 -0.593 3.422 2.426 0.10
O 0.533444 -0.838463 0.148662 4.340 -0.479 -0.237 -0.06
O -2.013146 1.090117 -1.263648 -2.849 -2.223 -1.532 0.15
O 3.662834 0.334238 -1.828458 -1.577 0.575 2.967 0.14
N 1.075344 2.889957 0.743922 2.211 3.738 4.921 -0.25
N -1.410306 -3.283093 -1.197158 -2.087 -3.371 0.748 -0.28
N -1.026406 -0.606563 1.516742 1.668 -0.603 5.892 -0.30
N 2.992364 0.586588 -0.806168 0.804 0.053 -3.523 -0.29
N -2.487586 -0.036003 -1.136508 -3.312 3.942 -1.275 -0.27
N 0.055344 -0.174423 -0.694948 3.457 -0.945 -0.901 -0.34
C 3.164894 -0.247552 0.406902 -0.301 -0.710 -0.113 0.09
C -3.686056 -0.205222 -0.207518 -2.215 -0.389 -2.001 0.12
C -0.802216 -2.645673 -0.009818 -0.464 -4.215 -2.681 0.05
C 2.247854 3.630448 0.239722 0.958 0.962 0.105 0.11
C 0.024154 0.284928 1.997922 2.047 1.906 1.671 0.06
H 2.688004 4.209827 1.051312 -0.146 -0.350 0.039 0.13
H -1.582716 -1.967712 0.335562 0.169 -0.943 -1.754 0.11
H 3.208264 -1.284912 0.075082 0.565 0.117 -0.206 0.12
H -4.214766 -1.066142 -0.616658 -0.394 0.462 0.042 0.13
H -4.173006 0.768408 -0.152608 -0.239 -0.245 -0.658 0.13
H 0.180074 -2.302842 -0.334888 -1.240 -1.166 0.236 0.12
H 2.213814 -0.222083 0.938782 1.187 0.671 0.174 0.05
H 4.077544 0.025488 0.936652 -0.210 0.145 -0.018 0.14
H 0.130684 1.182958 1.389392 -1.167 -1.308 1.200 0.07
H 2.861464 2.855007 -0.218828 0.393 1.177 0.540 0.09
H 1.966714 4.306528 -0.567728 -0.471 -0.134 0.025 0.14
H -3.192396 -0.354332 0.752782 -3.888 -1.150 -0.826 0.01
H -0.088376 0.617257 3.029902 -0.979 -0.327 0.067 0.15
H 1.033004 -0.126313 1.963242 -0.925 -0.571 0.775 0.10
H -0.708666 -3.502532 0.657382 -0.129 0.262 0.011 0.15
```
Positions in Å, forces in eV/Å.


Entry from OMol25: a cluster of 2 separate species, C5H15N in total at a distorted geometry (ωB97M-V/def2-TZVPD).

Results
energy relative to the best compared isomer or geometry (same formula, charge and spin) = 1.395 eV
F_max = 3.49 eV Å⁻¹
spin multiplicity = 1
SMILES string = CCC.CCN
total charge = 0

Structure (XYZ):
```
21
Properties=species:S:1:pos:R:3:forces:R:3:lowdin_charge:R:1
N -2.321366 -2.384847 4.899916 -0.858 -0.578 -2.205 -0.05
C 4.637349 2.741198 -3.593829 -1.419 -1.562 -2.779 -0.08
C 2.092575 1.879007 -3.877591 1.582 -1.585 -0.444 -0.13
C -3.212676 -2.662886 3.597007 0.519 0.518 1.341 -0.28
C -4.546474 -1.877995 3.497052 1.437 0.227 0.390 -0.13
C 3.413669 2.362626 -4.570792 -0.475 1.732 0.780 -0.27
H 1.989258 2.442693 -2.993548 -0.541 0.793 1.111 0.04
H 2.104456 0.787077 -3.544343 0.031 1.312 -0.674 0.09
H 3.106040 3.346459 -4.997358 0.308 -0.516 0.063 0.09
H -2.655496 -2.820196 5.767772 -0.393 0.065 -0.699 0.04
H -4.439542 -0.787454 3.725260 -0.037 -1.048 -0.107 0.09
H 5.450343 3.259834 -4.048563 0.442 0.364 -1.102 0.05
H -2.623379 -2.173945 2.781796 0.118 -1.341 0.557 0.10
H 1.271146 2.069980 -4.566139 -0.134 -0.203 0.195 0.06
H 3.562316 1.740251 -5.434646 0.862 -0.423 -0.182 0.07
H -5.028996 -2.016344 2.547576 0.293 0.135 -0.902 0.05
H 5.094955 1.870819 -3.192362 -0.001 -0.681 1.077 0.05
H 4.232807 3.455713 -2.958619 -0.654 0.770 1.955 0.04
H -3.370510 -3.806228 3.568554 0.202 1.885 -0.681 0.11
H -5.225369 -2.363584 4.118584 -1.388 -0.283 1.719 0.03
H -1.525123 -2.962843 4.615546 0.109 0.420 0.587 0.03
```
Positions in Å, forces in eV/Å.


Entry from OMol25: a cluster of 2 separate species, C5H15N in total at a distorted geometry (ωB97M-V/def2-TZVPD).

Results
energy relative to the best compared isomer or geometry (same formula, charge and spin) = 1.796 eV
F_max = 3.97 eV Å⁻¹
spin multiplicity = 1
SMILES string = CCC.CCN
total charge = 0

Structure (XYZ):
```
21
Properties=species:S:1:pos:R:3:forces:R:3:lowdin_charge:R:1
N 2.488057 2.426946 2.185884 2.099 1.631 2.063 -0.07
C -2.134220 -3.249676 -2.120552 -1.540 -1.682 3.253 -0.12
C -3.239510 -2.387244 -1.309913 -0.086 -3.015 -1.670 -0.28
C 4.210666 3.445780 0.548607 -0.108 1.503 -3.418 -0.15
C 2.873350 3.613396 1.231882 -0.832 0.780 2.827 -0.34
C -3.754208 -3.187518 -0.102499 2.668 0.398 0.456 -0.15
H -4.337735 -2.572667 0.513488 -1.490 0.649 0.699 0.04
H 1.728696 2.737060 2.855674 0.763 -0.192 -1.417 0.06
H -2.701898 -1.544766 -0.919683 -0.337 1.001 -0.332 0.08
H -2.557376 -4.219483 -2.508750 0.226 0.711 0.803 0.07
H 2.925608 4.590184 1.803892 -0.319 -0.933 -0.397 0.10
H -4.175994 -4.113840 -0.343991 -1.246 -1.134 -0.615 0.04
H 3.302712 2.361749 2.937660 -1.791 0.034 -2.182 0.09
H -1.911168 -2.756042 -2.983860 1.270 1.629 -2.164 0.00
H 4.063464 3.896913 -0.499798 -0.284 -1.102 0.863 0.08
H -1.236820 -3.486953 -1.445403 -1.207 0.476 -1.175 0.09
H 5.138358 4.068160 0.650958 -0.840 -0.765 1.726 0.08
H -4.135013 -2.240908 -2.059094 1.827 0.478 1.576 0.13
H 4.393925 2.406019 0.396422 0.601 -0.704 -0.091 0.05
H -2.945975 -3.505067 0.612473 -0.083 0.489 -0.831 0.09
H 2.005080 3.717956 0.556602 0.711 -0.253 0.025 0.09
```
Positions in Å, forces in eV/Å.


Entry from OMol25: a cluster of 2 separate species, C5H15N2 in total at a distorted geometry (ωB97M-V/def2-TZVPD).

Results
energy relative to the best compared isomer or geometry (same formula, charge and spin) = 4.148 eV
F_max = 7.12 eV Å⁻¹
spin multiplicity = 1
total charge = +1

Structure (XYZ):
```
22
Properties=species:S:1:pos:R:3:forces:R:3:lowdin_charge:R:1
N 0.661368 0.783945 -1.948456 -0.870 -1.010 4.337 0.08
N -0.447108 -0.189199 0.258210 -3.050 -0.493 0.927 -0.37
C -0.942436 1.195796 0.378368 -0.823 1.870 1.050 -0.01
C 2.165216 0.169474 0.426852 -1.443 0.026 -1.687 -0.02
C -1.416579 -0.862322 -0.704139 -0.497 1.287 -3.025 -0.01
C 0.859768 -0.324109 -0.233150 3.708 1.798 -5.812 -0.17
C -0.714878 -0.868132 1.558327 -2.843 -0.273 -0.336 0.02
H -0.458094 -1.859877 1.377224 0.732 -1.831 0.296 0.10
H -0.564873 1.899750 -0.349363 0.129 -0.454 -0.370 0.10
H -0.441824 -0.489386 2.503580 1.510 0.962 0.526 0.11
H -1.831721 -0.871061 1.657737 0.897 -0.013 -0.217 0.13
H -2.462727 -0.832291 -0.345480 0.831 0.249 0.193 0.11
H -1.305533 -0.126392 -1.611866 -0.443 -1.905 1.371 0.13
H -2.049267 1.261891 0.379893 0.670 -0.584 -0.297 0.13
H 2.155762 1.251971 0.390205 0.028 0.277 1.066 0.08
H 2.285841 -0.339156 1.364211 0.414 0.265 0.690 0.08
H -1.213979 -1.918619 -1.003683 0.544 0.954 0.584 0.13
H 1.086955 -1.196774 -0.869815 -0.918 -0.139 1.097 0.14
H 1.239100 1.562533 -1.653919 0.399 0.002 -0.425 0.02
H -0.686178 1.569149 1.358467 0.442 0.071 0.299 0.11
H 2.979646 -0.064700 -0.281541 -0.424 -0.392 0.485 0.10
H 1.101541 0.247511 -2.651661 1.006 -0.668 -0.752 0.02
```
Positions in Å, forces in eV/Å.


- What is the spin multiplicity in the fourth record?
  1